Entry 1:
Molecular formula: C32H40AuBN3O3STe
Method: DFT, ωB97M-V/def2-TZVPD

Properties
- max |F| (hartree/bohr) = 0.0294
- frontier orbital gap (eV) = 7.048
- E_LUMO (eV) = -2.846
- E_tot (eV) = -66940.743

```
! RIJCOSX wB97M-V def2-TZVPD def2/J DEFGRID3
* xyz 1 1
Au 0.632 -1.441 -0.518
S 5.221 -2.037 -0.247
C 5.127 -0.307 -0.271
C 6.168 0.619 -0.236
C 5.839 1.958 -0.262
C 4.501 2.368 -0.332
C 3.477 1.447 -0.370
C 3.791 0.095 -0.327
N 2.887 -0.973 -0.331
C 3.508 -2.115 -0.303
C 2.752 -3.363 -0.384
C 3.336 -4.609 -0.189
C 2.590 -5.763 -0.359
C 1.254 -5.672 -0.710
C 0.653 -4.428 -0.870
C 1.399 -3.277 -0.717
H 7.199 0.294 -0.198
H 6.626 2.700 -0.233
H 4.267 3.426 -0.357
H 2.443 1.752 -0.441
H 4.381 -4.670 0.092
H 3.052 -6.731 -0.222
H 0.666 -6.571 -0.849
H -0.386 -4.367 -1.129
C 1.391 4.291 0.870
Te 0.262 3.277 -0.643
C 1.194 4.644 -2.006
C 1.977 5.633 -1.176
C 2.602 6.724 -1.779
C 3.280 7.657 -1.014
C 3.367 7.492 0.364
C 2.775 6.395 0.965
C 2.066 5.466 0.203
H 2.119 3.603 1.303
H 0.719 4.619 1.661
H 0.432 5.142 -2.602
H 1.843 4.093 -2.686
H 2.546 6.842 -2.855
H 3.739 8.515 -1.488
H 3.896 8.218 0.966
H 2.858 6.256 2.036
C -0.286 -0.240 2.670
N -1.579 0.135 2.115
C -2.726 -0.253 2.922
C -1.649 0.538 0.827
O -0.638 0.473 0.079
N -2.818 1.034 0.347
C -2.936 1.230 -1.096
C -3.638 1.960 1.126
H -0.257 0.048 3.721
H 0.509 0.273 2.137
H -0.128 -1.320 2.595
H -2.553 -1.257 3.312
H -3.632 -0.269 2.324
H -2.867 0.425 3.766
H -2.396 0.451 -1.623
H -2.545 2.206 -1.392
H -3.992 1.177 -1.359
H -3.276 2.046 2.145
H -4.681 1.638 1.140
H -3.590 2.949 0.666
C -2.655 -5.062 -0.057
C -2.966 -3.599 0.224
C -3.923 -3.521 1.395
O -1.705 -2.941 0.610
B -1.292 -2.182 -0.443
O -2.190 -2.072 -1.449
C -3.410 -2.794 -1.057
C -4.478 -1.752 -0.772
C -3.841 -3.653 -2.230
H -2.201 -5.503 0.831
H -1.963 -5.183 -0.882
H -3.567 -5.609 -0.292
H -3.515 -4.092 2.230
H -4.890 -3.947 1.127
H -4.073 -2.496 1.724
H -4.145 -1.039 -0.018
H -5.399 -2.228 -0.436
H -4.690 -1.204 -1.689
H -3.027 -4.275 -2.597
H -4.162 -3.007 -3.046
H -4.680 -4.291 -1.949
*
```

=====

Entry 2:
Molecular formula: C37H32ErF3O3P2S
Method: DFT, ωB97M-V/def2-TZVPD

Properties
- max |F| (hartree/bohr) = 0.0445
- frontier orbital gap (alpha / beta) (eV) = 7.858 / 7.978
- ⟨S²⟩ = 3.753
- E_LUMO (alpha / beta) (eV) = -6.250 / -6.122
- E_tot (eV) = -110203.400

```
! RIJCOSX wB97M-V def2-TZVPD def2/J DEFGRID3
* xyz 2 4
C -1.464 -3.007 -2.359
C -1.231 -1.743 -2.935
C -0.748 -1.663 -4.253
C -0.586 -2.829 -5.003
C -0.849 -4.079 -4.442
C -1.268 -4.164 -3.112
P -1.527 -0.252 -1.933
C -1.407 1.146 -3.108
C -0.280 1.981 -3.062
C -0.195 3.081 -3.902
C -1.194 3.324 -4.847
C -2.303 2.473 -4.918
C -2.418 1.388 -4.045
Er -0.736 0.831 0.518
P 1.633 0.071 1.858
C 3.280 -0.458 1.287
C 3.898 -1.630 1.760
C 5.189 -1.955 1.334
C 5.847 -1.163 0.392
C 5.200 -0.045 -0.147
C 3.920 0.300 0.284
C 1.864 1.707 2.673
C 0.743 2.281 3.299
C 0.790 3.601 3.737
C 1.981 4.320 3.664
C 3.099 3.756 3.043
C 3.042 2.456 2.538
C 1.209 -1.015 3.268
C -0.006 -1.728 3.275
C -0.311 -2.566 4.346
C 0.586 -2.711 5.409
C 1.780 -1.984 5.410
C 2.089 -1.124 4.354
C -3.312 -0.367 -1.483
C -4.202 -1.281 -2.066
C -5.525 -1.352 -1.619
C -5.972 -0.523 -0.582
C -5.085 0.376 0.012
C -3.773 0.474 -0.454
H -0.161 1.688 3.487
H -0.104 4.055 4.165
H 2.027 5.330 4.071
H 4.020 4.333 2.942
H 3.906 2.017 2.040
H 3.375 -2.277 2.466
H 5.677 -2.840 1.737
H 6.853 -1.420 0.060
H 5.691 0.562 -0.904
H 3.416 1.172 -0.140
H -0.700 -1.647 2.426
H -1.253 -3.116 4.350
H 0.351 -3.389 6.229
H 2.482 -2.096 6.233
H 3.022 -0.555 4.361
H -3.854 -1.942 -2.860
H -6.208 -2.062 -2.081
H -7.005 -0.578 -0.237
H -5.407 1.011 0.841
H -3.132 1.270 -0.013
H 0.543 1.764 -2.375
H 0.659 3.753 -3.817
H -1.112 4.179 -5.519
H -3.088 2.661 -5.652
H -3.299 0.739 -4.076
H -0.504 -0.692 -4.686
H -0.226 -2.757 -6.026
H -0.716 -4.985 -5.033
H -1.443 -5.137 -2.659
H -1.781 -3.079 -1.315
H 0.772 -1.414 -0.494
H 0.228 -1.820 -0.086
F -2.929 5.385 -0.124
C -2.715 4.080 -0.325
F -3.854 3.398 -0.046
F -2.404 3.857 -1.626
S -1.262 3.546 0.750
O -0.713 4.590 1.540
O -1.851 2.355 1.545
O -0.336 2.815 -0.246
*
```

=====

Entry 3:
Molecular formula: C17H28HfNO2P2Se
Method: DFT, ωB97M-V/def2-TZVPD

Properties
- max |F| (hartree/bohr) = 0.0450
- frontier orbital gap (eV) = 5.897
- E_LUMO (eV) = -11.125
- E_tot (eV) = -108874.541

```
! RIJCOSX wB97M-V def2-TZVPD def2/J DEFGRID3
* xyz 3 1
Hf 0.268 0.133 -0.355
P -2.109 0.451 -1.262
C -1.829 2.272 -1.036
C -1.299 2.664 0.329
N -0.305 1.880 0.840
C 0.257 2.152 2.050
C -0.188 3.231 2.786
C -1.164 4.069 2.266
C -1.719 3.782 1.022
C 1.343 1.244 2.572
P 2.178 0.203 1.304
H -2.474 4.413 0.560
H 0.267 3.413 3.761
H -1.503 4.937 2.826
H 2.142 1.843 3.037
H 0.935 0.566 3.342
H -1.107 2.617 -1.830
H -2.799 2.745 -1.226
H 2.210 1.161 -2.181
O 1.197 1.300 -1.928
H 0.815 2.070 -2.413
H 3.173 -0.545 -2.238
O 3.476 0.383 -2.120
H 4.379 0.447 -2.519
C 3.643 1.185 0.896
H 4.268 1.275 1.794
H 4.220 0.687 0.105
H 3.351 2.190 0.564
C 2.867 -1.218 2.198
H 3.462 -1.819 1.492
H 3.519 -0.862 3.010
H 2.055 -1.834 2.608
C -3.647 0.181 -0.332
H -4.447 0.824 -0.727
H -3.964 -0.866 -0.429
H -3.510 0.401 0.732
C -2.668 0.297 -2.979
H -2.685 -0.769 -3.243
H -3.680 0.704 -3.110
H -1.985 0.823 -3.656
Se -0.748 -1.480 1.425
C -0.679 -3.070 0.328
C 0.511 -3.817 0.264
C 0.618 -4.835 -0.684
C -0.458 -5.132 -1.534
C -1.667 -4.433 -1.401
C -1.794 -3.418 -0.456
H 1.332 -3.567 0.943
H 1.545 -5.406 -0.760
H -0.364 -5.923 -2.279
H -2.516 -4.685 -2.036
H -2.725 -2.864 -0.321
*
```

=====

Entry 4:
Molecular formula: C34H41MnN3O7PS
Method: DFT, ωB97M-V/def2-TZVPD

Properties
- max |F| (hartree/bohr) = 0.0333
- frontier orbital gap (alpha / beta) (eV) = 9.070 / 9.239
- ⟨S²⟩ = 8.753
- E_LUMO (alpha / beta) (eV) = -1.762 / -1.857
- E_tot (eV) = -106167.323

```
! RIJCOSX wB97M-V def2-TZVPD def2/J DEFGRID3
* xyz 1 6
Mn 1.205 -0.260 -0.885
C 2.418 -0.181 4.026
N 1.958 1.047 3.406
C 1.770 2.164 4.304
C 1.754 1.074 2.087
O 1.920 0.062 1.397
C 1.312 2.390 1.452
O 1.067 2.124 0.093
C 0.634 3.225 -0.683
C -0.647 2.813 -1.419
O -1.168 1.732 -1.173
N -1.183 3.664 -2.298
C -0.784 5.037 -2.488
C -2.334 3.252 -3.077
H 1.624 -0.612 4.640
H 3.287 0.023 4.653
H 2.687 -0.889 3.246
H 1.513 1.775 5.289
H 0.961 2.808 3.968
H 2.684 2.758 4.396
H 2.117 3.134 1.573
H 0.396 2.763 1.937
H 1.419 3.464 -1.410
H 0.434 4.101 -0.058
H 0.243 5.205 -2.182
H -1.435 5.703 -1.914
H -0.875 5.294 -3.542
H -2.504 2.189 -2.930
H -2.139 3.429 -4.133
H -3.222 3.815 -2.780
O 0.653 -1.413 -2.773
S -0.023 -0.190 -3.257
O -0.129 -0.057 -4.681
O 0.708 0.949 -2.658
C -1.712 -0.534 -2.652
C -2.567 -0.830 -3.700
C -3.785 -1.457 -3.487
C -4.129 -1.830 -2.200
C -3.288 -1.521 -1.146
C -2.080 -0.855 -1.341
P -1.063 -0.393 0.120
C -1.332 -1.706 1.404
C -2.544 -1.911 2.060
C -2.644 -2.847 3.074
C -1.532 -3.568 3.475
C -0.305 -3.314 2.886
C -0.204 -2.378 1.870
C -2.095 0.813 1.033
C -1.633 1.160 2.299
C -2.281 2.126 3.045
C -3.404 2.755 2.528
C -3.890 2.382 1.286
C -3.247 1.411 0.540
H -2.236 -0.592 -4.698
H -4.437 -1.675 -4.318
H -5.047 -2.366 -2.013
H -3.565 -1.825 -0.150
H -3.416 -1.326 1.806
H -3.589 -2.993 3.574
H -1.621 -4.316 4.248
H 0.576 -3.837 3.226
H 0.758 -2.142 1.426
H -0.756 0.657 2.690
H -1.919 2.385 4.030
H -3.902 3.522 3.100
H -4.782 2.850 0.898
H -3.626 1.127 -0.427
O 3.398 0.974 -1.201
C 4.607 0.313 -0.835
C 4.319 -1.134 -0.440
C 3.917 -1.936 -1.682
C 2.928 -3.032 -1.428
C 3.175 -4.317 -1.889
C 2.170 -5.265 -1.833
C 0.940 -4.884 -1.322
C 0.800 -3.597 -0.833
N 1.772 -2.689 -0.857
H 3.282 0.955 -2.160
H 5.021 0.871 0.012
H 5.330 0.339 -1.657
H 3.483 -1.119 0.274
H 5.191 -1.577 0.040
H 4.802 -2.335 -2.174
H 3.403 -1.271 -2.391
H 4.138 -4.550 -2.316
H 2.344 -6.266 -2.196
H 0.103 -5.563 -1.309
H -0.145 -3.278 -0.413
*
```

=====

Entry 5:
Molecular formula: C5H10N
Method: DFT, ωB97M-V/def2-TZVPD

Properties
- max |F| (hartree/bohr) = 0.0860
- frontier orbital gap (alpha / beta) (eV) = 5.931 / 9.855
- E_LUMO (alpha / beta) (eV) = -5.612 / -3.961
- E_tot (eV) = -6824.432

```
! RIJCOSX wB97M-V def2-TZVPD def2/J DEFGRID3
* xyz 1 1
C -0.980 1.312 -0.606
C -0.546 1.219 -1.942
C 1.138 0.322 0.487
C -0.426 0.316 0.481
C 0.348 -0.888 0.106
N 0.454 -2.233 0.777
H -0.829 2.287 -0.247
H -2.131 1.258 -0.581
H -0.347 2.100 -2.530
H 0.032 0.253 -2.268
H 1.567 0.805 -0.401
H 1.589 0.501 1.479
H -0.967 0.515 1.346
H -0.039 -3.075 0.426
H 0.337 -2.105 1.900
H 1.502 -2.495 0.661
*
```

=====

Entry 6:
Molecular formula: C10H14N3O2
Method: DFT, ωB97M-V/def2-TZVPD

Properties
- max |F| (hartree/bohr) = 0.0690
- frontier orbital gap (eV) = 7.236
- E_LUMO (eV) = -5.461
- E_tot (eV) = -19151.405
- structure (SMILES) = CNCC(=O)/[N+](O)=C(\C)c1cccnc1

```
! RIJCOSX wB97M-V def2-TZVPD def2/J DEFGRID3
* xyz 1 1
C 2.314 -2.218 -2.871
C 1.176 -1.796 -2.244
C 3.539 -1.656 -2.504
C 2.555 -0.343 -0.903
C 1.210 -0.763 -1.279
C -0.783 1.511 0.824
C -0.802 0.804 2.156
C 0.108 -0.335 -0.534
C -0.948 -1.384 -0.227
C -2.940 1.836 2.869
N 3.632 -0.698 -1.558
N -0.168 0.918 -0.296
N -2.178 0.617 2.521
O -1.300 2.587 0.584
O 0.499 1.785 -1.178
H 2.234 -3.174 -3.476
H 0.284 -2.218 -2.605
H 4.321 -1.886 -3.125
H 2.716 0.234 -0.054
H -0.146 -0.089 2.087
H -0.254 1.579 2.837
H -0.361 -2.282 0.026
H -1.195 -1.541 -1.283
H -1.763 -0.896 0.419
H -3.743 1.542 3.602
H -2.317 2.669 3.332
H -3.383 2.370 1.907
H -2.657 0.083 1.795
H 0.349 2.745 -0.824
*
```

=====

Entry 7:
Molecular formula: C3H7N
Method: DFT, ωB97M-V/def2-TZVPD

Properties
- max |F| (hartree/bohr) = 0.0738
- frontier orbital gap (eV) = 10.428
- E_LUMO (eV) = 1.269
- E_tot (eV) = -4712.186
- structure (SMILES) = C=CCN

```
! RIJCOSX wB97M-V def2-TZVPD def2/J DEFGRID3
* xyz 0 1
C -0.007 -0.378 0.663
C -0.229 0.168 -0.727
C -1.467 0.691 -1.092
H 1.919 0.406 0.572
H 1.791 -0.702 1.864
H -0.498 -1.416 1.016
H -0.482 0.505 1.224
H 0.819 0.108 -1.422
H -2.459 0.798 -0.387
H -1.540 1.037 -2.093
N 1.524 -0.518 0.880
*
```

=====

Entry 8:
Molecular formula: HNO2S2
Method: DFT, ωB97M-V/def2-TZVPD

Properties
- max |F| (hartree/bohr) = 0.1025
- frontier orbital gap (alpha / beta) (eV) = 7.028 / 8.266
- E_LUMO (alpha / beta) (eV) = -1.723 / -0.664
- E_tot (eV) = -27266.425

```
! RIJCOSX wB97M-V def2-TZVPD def2/J DEFGRID3
* xyz 0 1
N -0.737 -0.318 -0.215
O 0.783 -0.455 0.482
O -1.404 -1.276 -0.169
S 0.995 2.130 -0.035
S -0.579 1.279 -0.780
H 0.941 -1.359 0.718
*
```

=====

Entry 9:
Molecular formula: C31H27BrMnN3O3Si
Method: DFT, ωB97M-V/def2-TZVPD

Properties
- max |F| (hartree/bohr) = 0.0462
- frontier orbital gap (alpha / beta) (eV) = 6.737 / 6.998
- ⟨S²⟩ = 4.044
- E_LUMO (alpha / beta) (eV) = -4.295 / -4.049
- E_tot (eV) = -152434.575

```
! RIJCOSX wB97M-V def2-TZVPD def2/J DEFGRID3
* xyz 1 4
Mn -0.735 0.811 0.761
Br 3.792 -2.689 5.479
C 2.444 -1.747 4.540
C 1.136 -1.723 5.045
C 0.152 -1.045 4.377
C 0.422 -0.372 3.161
O -0.529 0.210 2.517
C 1.770 -0.392 2.668
C 2.118 0.399 1.546
N 1.249 0.970 0.754
C 1.708 1.942 -0.149
C 2.916 1.931 -0.812
C 3.263 3.003 -1.644
C 2.430 4.079 -1.810
C 1.185 4.125 -1.146
C 0.258 5.185 -1.251
C -0.923 5.116 -0.558
C -1.210 3.978 0.216
N -0.384 2.961 0.312
C 0.811 3.031 -0.331
C 2.762 -1.087 3.378
H 0.913 -2.254 5.956
H -0.861 -1.033 4.748
H 3.178 0.597 1.405
H 3.587 1.092 -0.706
H 4.213 2.978 -2.149
H 2.718 4.906 -2.443
H 0.494 6.039 -1.869
H -1.644 5.918 -0.606
H -2.149 3.914 0.752
H 3.768 -1.102 2.987
N -1.100 0.952 -1.688
C -2.301 1.670 -2.173
C -3.547 1.213 -1.414
C -3.426 1.632 0.069
O -4.099 2.526 0.530
O -2.513 0.989 0.712
H -0.290 1.324 -2.187
H -1.207 -0.024 -1.977
H -2.450 1.484 -3.246
H -2.151 2.748 -2.047
H -3.633 0.126 -1.483
H -4.438 1.680 -1.836
C -3.945 -3.564 -2.208
C -4.188 -3.378 -0.856
C -3.245 -2.748 -0.063
C -2.046 -2.287 -0.607
C -1.822 -2.470 -1.971
C -2.759 -3.111 -2.764
Si -0.697 -1.609 0.558
C 1.079 -2.139 0.034
C 1.793 -1.506 -0.984
C 3.083 -1.894 -1.304
C 3.687 -2.927 -0.606
C 2.981 -3.594 0.382
C 1.693 -3.199 0.699
H -4.673 -4.070 -2.823
H -5.108 -3.734 -0.418
H -3.432 -2.626 0.994
H -0.885 -2.154 -2.411
H -2.558 -3.270 -3.812
H -0.914 -2.368 1.825
H 1.337 -0.678 -1.517
H 3.617 -1.394 -2.099
H 4.702 -3.211 -0.834
H 3.438 -4.419 0.907
H 1.161 -3.713 1.486
*
```